Computed, not measured: a structure of composition C30H28F5N4O2V in a non-equilibrium geometry, with wB97M-V/def2-TZVPD.

Results
⟨S²⟩   2.02
F_max   1.667 eV/Å
Energy relative to the best compared isomer or geometry (same formula, charge and spin)   2.7 kcal/mol
HOMO energy (spin up / spin down)   -13.411 / -13.751 eV
Multiplicity   3
Charge   +2

The geometry in XYZ format:
```
70
C30H28F5N4O2V | OMol25 | wB97M-V/def2-TZVPD
V -0.6620 0.1434 -1.0615
C 4.7514 4.4517 0.0397
C 3.8578 3.2675 -0.2450
C 4.3284 1.9779 -0.3090
C 3.4943 0.8501 -0.5043
C 4.1811 -0.3934 -0.6160
N 3.7983 -1.6093 -0.3916
C 2.6592 -2.0975 0.4068
C 2.8290 -1.6763 1.8720
C 1.6650 -2.1324 2.7393
N 0.4838 -1.3034 2.4701
C -0.4302 -0.9582 3.3094
C -1.6254 -0.2700 2.9294
C -2.6506 -0.0998 3.8731
C -3.9015 0.3633 3.5143
C -5.0123 0.5484 4.5195
C -4.1143 0.6030 2.1564
C -3.1181 0.4640 1.1966
C -3.4510 0.6142 -0.2180
N -2.6406 0.4162 -1.1901
C -3.2218 0.5261 -2.5543
C -2.2432 1.1693 -3.5371
C -1.4743 2.3493 -2.9586
N -0.4376 1.8529 -2.0069
C 0.4138 2.6974 -1.5260
C 1.6502 2.3792 -0.8368
C 2.5089 3.4366 -0.5583
C 2.0974 1.0264 -0.7116
O 1.2968 0.0433 -0.9082
C -1.8399 0.0836 1.5959
O -0.8258 0.0256 0.7346
H 5.7522 4.1323 0.3226
H 4.3511 5.0574 0.8531
H 4.8412 5.0967 -0.8358
H 5.3947 1.8085 -0.1817
H 5.2110 -0.3278 -0.9597
H 4.4741 -2.3174 -0.6483
H 2.6778 -3.1823 0.3274
H 1.7344 -1.7401 -0.0405
H 2.9293 -0.5896 1.9409
H 3.7456 -2.1104 2.2717
H 1.9111 -2.0616 3.7953
H 1.4081 -3.1711 2.5257
H 0.3173 -0.9962 1.5084
H -0.2988 -1.2644 4.3448
H -2.4563 -0.3626 4.9095
H -4.6529 0.4040 5.5370
H -5.8190 -0.1658 4.3439
H -5.4393 1.5497 4.4515
H -5.1091 0.8944 1.8278
H -4.4874 0.8652 -0.4415
H -4.1442 1.1046 -2.5088
H -3.4732 -0.4780 -2.8888
H -2.8117 1.5076 -4.4010
H -1.5242 0.4328 -3.9070
H -2.1442 3.0447 -2.4493
H -0.9747 2.8935 -3.7565
H 0.2722 3.7529 -1.7600
H 2.1222 4.4495 -0.6502
F -1.8113 -2.6745 0.2047
C -1.2053 -2.8533 -0.9957
C -0.6975 -1.7765 -1.6967
C -0.0757 -2.1026 -2.8895
F 0.4575 -1.1144 -3.6472
C 0.0432 -3.3863 -3.3777
F 0.6540 -3.6407 -4.5300
C -0.4789 -4.4260 -2.6315
F -0.3690 -5.6739 -3.0635
C -1.1043 -4.1617 -1.4274
F -1.5868 -5.1659 -0.7000
```

Computed, not measured: a structure of composition C30H28F5N4O3Pd, with wB97M-V/def2-TZVPD.

Results
F_max   0.689 eV/Å
Energy relative to the best compared isomer or geometry (same formula, charge and spin)   0.0 kcal/mol
HOMO energy   -15.488 eV
Multiplicity   1
Charge   +3

The geometry in XYZ format:
```
71
C30H28F5N4O3Pd | OMol25 | wB97M-V/def2-TZVPD
Pd -0.0339 -0.4906 0.3247
C 2.8742 5.6990 2.2243
C 2.5657 4.2489 1.9798
C 3.4800 3.2475 2.2015
C 3.2326 1.8598 2.0116
C 4.4145 1.1141 2.2957
N 4.7533 -0.1391 2.4005
C 3.9872 -1.3777 2.3144
C 4.9011 -2.4815 1.7896
C 4.1431 -3.7845 1.5862
N 3.0800 -3.5846 0.6083
C 2.9175 -4.2317 -0.5000
C 1.8429 -3.9849 -1.3949
C 1.6985 -4.8516 -2.4917
C 0.6317 -4.7799 -3.3674
C 0.4872 -5.7203 -4.5312
C -0.3285 -3.8187 -3.0778
C -0.2270 -2.9172 -2.0108
C -1.3491 -2.0568 -1.7753
N -1.5223 -1.1700 -0.8597
C -2.8459 -0.5149 -0.8963
C -3.2265 0.0802 0.4385
C -2.4892 1.3658 0.7158
N -1.0370 1.1719 0.9006
C -0.3670 2.2698 0.9243
C 1.0037 2.4828 1.2998
C 1.3347 3.8245 1.5051
C 1.9449 1.4330 1.5157
O 1.6804 0.2063 1.2288
C 0.9017 -2.9362 -1.1647
O 1.1131 -2.0638 -0.2252
H 3.9442 5.8891 2.1646
H 2.5359 6.0056 3.2150
H 2.3781 6.3343 1.4923
H 4.4687 3.5370 2.5392
H 5.2684 1.7537 2.4904
H 5.7294 -0.2776 2.6336
H 3.1364 -1.1835 1.6684
H 3.6143 -1.6230 3.3128
H 5.7180 -2.6666 2.4911
H 5.3439 -2.1687 0.8411
H 3.6880 -4.1183 2.5210
H 4.8023 -4.5758 1.2344
H 2.3926 -2.8414 0.7576
H 3.6253 -5.0244 -0.7270
H 2.4569 -5.6127 -2.6441
H 1.4602 -6.0246 -4.9125
H -0.0628 -5.2539 -5.3465
H -0.0522 -6.6220 -4.2376
H -1.2077 -3.7584 -3.7114
H -2.1834 -2.2155 -2.4584
H -3.5860 -1.2549 -1.1999
H -2.8312 0.2708 -1.6562
H -3.0484 -0.6541 1.2355
H -4.2960 0.2942 0.4389
H -2.8789 1.8297 1.6241
H -2.6634 2.0653 -0.1060
H -0.8673 3.2041 0.6642
H 0.5814 4.5737 1.2823
F -4.8619 -2.3630 5.5914
C -3.8212 -2.2461 4.8738
C -3.6003 -3.2400 3.8684
F -4.4815 -4.1933 3.7471
C -2.4950 -3.1267 3.1004
F -2.2063 -3.9582 2.1578
C -1.5075 -2.0118 3.3225
O -0.4778 -1.9558 2.7146
C -1.8578 -0.9911 4.3725
F -1.0280 -0.0133 4.5102
C -2.9709 -1.1233 5.1259
F -3.3206 -0.2905 6.0668
```

Computed, not measured: a cluster of 2 separate species, C30H28F5N6O in total in a non-equilibrium geometry, with wB97M-V/def2-TZVPD.

Results
F_max   3.712 eV/Å
Energy relative to the best compared isomer or geometry (same formula, charge and spin)   69.8 kcal/mol
HOMO energy   -8.885 eV
Multiplicity   1
Charge   +1

The geometry in XYZ format:
```
70
C30H28F5N6O | OMol25 | wB97M-V/def2-TZVPD
C -6.0314 -3.0497 2.2299
N -5.3699 -1.7694 2.3585
C -6.0637 -0.6105 2.6778
C -5.1531 0.3872 2.7731
N -3.9125 -0.1741 2.5427
C -2.6634 0.4680 2.7849
C -2.3122 1.5453 1.9944
F -3.1621 1.9271 1.0056
C -1.0542 2.1226 2.1228
F -0.7067 3.1692 1.3212
C -0.1470 1.5669 3.0230
F 1.1429 2.0015 3.0365
C -0.5032 0.4922 3.8468
F 0.4084 -0.0767 4.6688
C -1.7773 -0.0452 3.7293
F -2.1423 -1.1154 4.4765
C -4.0538 -1.4587 2.1799
C -2.9384 -2.3371 1.7818
C -1.7106 -1.7555 1.1814
C -0.5874 -2.5139 0.9440
C 0.6178 -2.2728 1.7510
C 1.2671 -3.1751 2.6296
C 2.5135 -2.8219 3.1569
C 3.1804 -1.6625 2.7096
C 2.4718 -0.7081 1.9665
C 1.1251 -0.9722 1.7141
O -3.0614 -3.5592 2.0307
H -5.3285 -3.8768 2.3767
H -6.8189 -3.0891 2.9949
H -6.4971 -3.1419 1.2366
H -7.1341 -0.5688 2.8241
H -5.3018 1.4287 3.0131
H -1.7177 -0.7181 0.8229
H -0.6679 -3.4175 0.3221
H 0.7804 -4.1190 2.8902
H 3.0051 -3.4847 3.8766
H 4.2254 -1.4755 2.9827
H 2.9691 0.1888 1.5753
H 0.4483 -0.2063 1.3391
C 2.4107 3.1436 0.2718
N 2.2814 2.7525 -1.1289
C 3.1536 3.5099 -1.9887
C 2.8969 3.2971 -3.4534
N 2.4955 1.9590 -3.7625
C 2.6896 1.6396 -5.1397
C 1.8759 0.4577 -5.5907
N 1.6381 -0.5394 -4.5620
C 1.1428 -1.7856 -5.1302
C 1.4336 -0.1660 -3.2541
C 0.8035 -0.9665 -2.2479
N 0.6420 -0.5268 -0.9780
C 1.0825 0.6956 -0.6415
C 1.7349 1.5634 -1.5343
C 1.8846 1.1386 -2.8761
H 1.4403 3.1750 0.7826
H 3.1145 2.5079 0.8393
H 2.8268 4.1608 0.2842
H 3.0227 4.5653 -1.7298
H 4.2000 3.2611 -1.7565
H 2.1031 3.9704 -3.7996
H 3.7991 3.5122 -4.0300
H 2.4424 2.5264 -5.7340
H 3.7616 1.4435 -5.2741
H 0.9141 0.8177 -5.9861
H 2.3907 -0.0376 -6.4171
H 1.4478 -2.6535 -4.5362
H 0.0502 -1.7839 -5.2692
H 1.5861 -1.8827 -6.1283
H 0.4056 -1.9621 -2.4948
H 0.9908 1.0848 0.3745
```

Computed, not measured: a structure of composition C30H28FeN5O4PS3, with wB97M-V/def2-TZVPD.

Results
⟨S²⟩   8.76
F_max   0.664 eV/Å
Energy relative to the best compared isomer or geometry (same formula, charge and spin)   5.7 kcal/mol
HOMO energy (spin up / spin down)   -10.807 / -10.802 eV
Multiplicity   6
Charge   +1

The geometry in XYZ format:
```
72
C30H28FeN5O4PS3 | OMol25 | wB97M-V/def2-TZVPD
Fe -0.8968 -0.2110 -0.0815
O -1.5258 -2.0665 0.2851
C -0.4831 -2.5460 -0.2791
O 0.1300 -1.7417 -1.0613
C 0.0900 -3.8493 0.0834
P 0.8493 -3.7938 1.8266
C 1.2854 -2.0244 2.0240
C 2.0834 -1.4065 1.0519
C 2.6301 -0.1478 1.2668
C 2.4126 0.5088 2.4686
C 1.6394 -0.0973 3.4488
C 1.0798 -1.3485 3.2319
C -0.6269 -4.0542 2.8670
C -0.7410 -5.3471 3.3815
C -1.8307 -5.7088 4.1613
C -2.8089 -4.7716 4.4522
C -2.6988 -3.4774 3.9588
C -1.6188 -3.1211 3.1684
H 0.8618 -4.1235 -0.6314
H -0.6708 -4.6270 0.1371
H 2.3119 -1.9138 0.1235
H 3.2471 0.2945 0.4940
H 2.8547 1.4804 2.6484
H 1.4804 0.3979 4.3985
H 0.5030 -1.8135 4.0200
H 0.0363 -6.0737 3.1749
H -1.9062 -6.7158 4.5493
H -3.6552 -5.0444 5.0687
H -3.4616 -2.7450 4.1890
H -1.5538 -2.1155 2.7794
N 6.1796 -0.5998 -1.5993
C 4.9333 -0.1088 -1.8837
C 3.9048 -0.9706 -2.2958
C 2.6393 -0.4857 -2.5442
C 2.3776 0.8710 -2.3760
C 3.3879 1.7437 -1.9761
C 4.6540 1.2575 -1.7314
S 0.7713 1.4949 -2.6189
O 0.0810 0.6959 -3.5948
O 0.8666 2.9211 -2.7761
N -0.0418 1.2264 -1.2189
C 0.0388 2.0381 -0.1396
S 0.6006 3.6358 0.0891
C 0.1823 3.5108 1.7734
C -0.3546 2.3107 2.0603
N -0.4383 1.4673 0.9749
H 6.4228 -1.5100 -1.9504
H 6.9447 0.0504 -1.5462
H 4.1154 -2.0244 -2.4319
H 1.8494 -1.1503 -2.8636
H 3.1809 2.8002 -1.8773
H 5.4446 1.9335 -1.4304
H 0.3515 4.3358 2.4443
H -0.7101 1.9808 3.0230
N -2.3490 -0.5848 -2.7137
C -2.7719 0.5591 -2.1768
S -3.1313 0.6033 -0.4871
N -2.8471 1.6333 -2.9489
C -3.1616 2.9642 -2.5131
C -2.2433 3.9741 -2.7487
C -2.5493 5.2686 -2.3544
C -3.7579 5.5420 -1.7303
C -4.6743 4.5222 -1.5143
C -4.3847 3.2280 -1.9163
H -2.4149 -1.4273 -2.1673
H -1.7929 -0.5899 -3.5574
H -2.4669 1.5472 -3.8834
H -1.2919 3.7557 -3.2174
H -1.8360 6.0614 -2.5360
H -3.9923 6.5522 -1.4228
H -5.6260 4.7354 -1.0469
H -5.1073 2.4344 -1.7816
```